Record 1
Below is an isolated molecule of C24H35NO4 at a distorted geometry, with properties calculated with ωB97M-V with the def2-TZVPD basis set.

```
! wB97M-V def2-TZVPD RIJCOSX def2/J DEFGRID3
* xyz 0 1
O -1.859 0.874 1.523
O -1.701 -1.248 -0.184
O -0.052 1.569 2.559
O -0.085 -2.458 0.685
N 1.391 0.279 -1.865
C 1.374 0.843 -3.285
C 1.050 -1.170 2.674
C -2.359 -2.538 -0.115
C -1.118 -0.673 -2.765
C -0.517 -1.340 0.374
C 2.840 1.221 -3.600
C 0.216 -0.045 0.622
C -0.971 0.296 -1.740
C 3.676 0.404 -2.616
C 2.342 0.712 1.756
C 0.307 0.322 -1.000
C 1.471 -0.477 1.360
C -3.118 1.216 -2.226
C -2.281 -0.716 -3.527
C 3.194 -0.516 3.748
C -2.454 1.964 2.283
C -3.301 0.240 -3.246
C 2.765 0.250 -1.389
C -0.548 0.852 1.678
C -3.749 -2.286 -0.588
C -1.965 1.246 -1.460
C -3.869 1.952 1.839
C 3.595 0.197 2.449
C 2.195 -1.651 3.528
H 0.725 1.725 -3.356
H 0.419 1.288 -0.249
H -1.951 2.889 1.997
H -4.425 2.709 2.383
H 4.625 0.879 -2.345
H 2.565 1.312 0.869
H 4.078 -0.903 4.249
H -0.331 -1.458 -2.926
H 1.022 0.125 -4.051
H -4.316 0.979 2.033
H 2.976 2.297 -3.438
H 0.429 -2.027 2.437
H 2.913 1.138 -0.743
H 2.643 -2.533 3.058
H -3.948 2.143 0.768
H -1.811 -3.273 -0.716
H 4.251 1.057 2.630
H 1.776 1.394 2.410
H -4.296 -3.231 -0.602
H -3.784 -1.829 -1.583
H -1.816 1.957 -0.624
H -2.313 -2.813 0.942
H 2.941 -0.658 -0.790
H 4.147 -0.467 1.758
H 2.746 0.230 4.420
H 3.096 1.045 -4.653
H 3.946 -0.569 -3.028
H 0.456 -0.467 3.274
H -3.869 1.982 -2.011
H 2.002 -1.157 0.662
H -2.389 -1.465 -4.339
H -4.215 0.221 -3.865
H -4.210 -1.604 0.134
H -2.317 1.778 3.351
H 1.766 -2.011 4.471
*
```

Output
* E_HOMO: -7.17 eV
* LUMO energy: 0.7 eV
* orbital gap: 7.88 eV

***

Record 2
Below is a structure of composition C24H36B2CaF8O18 at a distorted geometry, with properties calculated with ωB97M-V with the def2-TZVPD basis set.

```
! wB97M-V def2-TZVPD RIJCOSX def2/J DEFGRID3
* xyz 0 1
Ca 2.667 -1.087 -1.281
F 4.292 0.659 -1.124
F 4.664 1.293 1.131
F 3.601 -0.673 0.628
F -0.825 0.927 -0.612
F 0.209 -0.817 -1.767
F 0.703 -0.417 0.449
F 1.450 0.923 -1.189
F 5.836 -0.408 0.153
O -4.955 -1.000 -1.828
O -0.412 -3.384 0.185
O 4.102 -0.935 4.478
O 1.089 3.809 4.228
O -5.109 -0.262 -3.933
O -4.141 0.976 1.049
O 3.061 1.895 -3.971
O -6.623 -1.706 -3.114
O 3.097 -2.303 3.041
O 5.335 -1.990 2.908
O 1.117 -4.953 0.468
O -4.696 2.983 0.213
O -0.839 4.315 5.244
O 2.731 -0.240 -3.437
O -0.721 4.173 3.025
O 1.790 -2.899 -0.064
O 2.354 0.486 -5.520
O -2.874 2.728 1.495
C -5.673 -1.039 -2.978
C 2.710 -0.755 4.728
C 2.041 2.258 2.541
C -0.127 -5.657 0.618
C 2.569 1.722 -6.241
C -2.270 1.632 2.218
C 4.289 -1.747 3.398
C -3.419 1.504 -3.825
C 2.687 0.645 -4.247
C 1.563 3.669 2.886
C 1.285 2.296 -6.795
C 1.009 -2.617 4.051
C 0.899 -3.655 0.240
C -3.744 -0.250 -2.014
C 3.269 2.615 -5.194
C -1.115 -4.513 0.802
C -3.757 0.073 -3.527
C -0.213 4.116 4.268
C -2.488 -4.715 0.269
C -2.806 -0.816 1.798
C -3.979 2.301 0.857
C 2.001 -1.563 3.608
C 0.315 4.086 2.054
C -3.356 0.543 2.176
B 4.603 0.258 0.206
B 0.309 0.172 -0.751
H 2.433 4.311 2.777
H -2.806 -0.760 -1.800
H 0.823 -3.392 3.315
H -2.197 -1.241 2.599
H 0.461 5.037 1.538
H 1.485 3.286 -7.202
H 2.536 2.275 1.570
H -2.174 -0.754 0.915
H -1.356 1.366 1.688
H -2.862 -5.704 0.548
H 2.412 -1.144 5.711
H -0.110 -6.346 1.455
H 0.527 2.381 -6.016
H -3.113 -0.665 -4.018
H 0.938 1.654 -7.603
H 0.068 -2.132 4.319
H -0.349 -6.207 -0.303
H 4.331 2.778 -5.365
H -3.626 -1.506 1.600
H -3.869 0.416 3.133
H 1.521 -0.854 2.926
H 2.490 0.309 4.741
H -3.239 -4.002 0.588
H 2.783 1.965 3.283
H -4.202 2.157 -3.436
H 1.414 -3.046 4.971
H 3.277 1.518 -7.044
H 0.051 3.369 1.278
H 1.239 1.522 2.464
H -2.436 1.754 -3.432
H -1.976 1.974 3.205
H -3.430 1.714 -4.900
H -1.125 -4.248 1.867
H 2.786 3.589 -5.136
H -3.760 0.662 -1.417
H -2.447 -4.691 -0.822
*
```

Output
* E_HOMO: -10.69 eV
* LUMO energy: -0.4 eV
* orbital gap: 10.30 eV

***

Record 3
Below is a structure of composition C24H36BiN5O3PSSbSe4 at a distorted geometry, with properties calculated with ωB97M-V with the def2-TZVPD basis set.

```
! wB97M-V def2-TZVPD RIJCOSX def2/J DEFGRID3
* xyz -2 1
Bi -2.200 -1.542 0.446
Sb -5.215 0.087 1.526
Se -2.778 0.954 1.351
Se -6.615 1.057 -0.221
Se -6.042 0.384 3.792
Se -4.579 -2.362 1.034
S -0.085 -2.472 4.692
P 0.763 1.349 -0.415
O -0.237 0.288 -0.610
O -2.245 -3.728 -0.755
O -0.980 -4.414 -2.447
N -3.879 -0.865 -1.784
N 2.025 1.287 -1.558
N 0.279 -2.846 0.720
N 0.166 2.878 -0.578
N 1.604 1.364 1.056
C 2.657 -4.029 1.465
C -1.658 -1.830 4.963
C -1.195 3.146 -1.040
C 2.812 0.609 -3.706
C 3.305 0.640 -1.365
C 2.221 0.245 3.066
C 1.088 -3.348 -0.187
C 1.812 -3.515 2.425
C -3.781 -2.104 -2.539
C -2.346 -1.620 3.811
C -2.322 -2.479 -2.821
C -1.180 4.628 -1.413
C 0.283 4.884 -1.776
C 2.290 -3.967 0.126
C 1.813 0.029 1.603
C 1.866 1.711 3.345
C 0.593 -2.945 2.019
C -0.384 -2.448 2.941
C -1.801 -3.655 -1.930
C 1.012 4.041 -0.734
C -1.623 -1.962 2.646
C 1.548 0.903 -2.881
C 3.970 0.839 -2.726
C 1.002 2.120 2.154
H 3.289 0.067 3.208
H 3.212 -0.435 -1.154
H -1.921 2.929 -0.252
H 2.801 -0.426 -4.050
H 1.675 -0.441 3.708
H -1.435 2.516 -1.904
H -1.459 5.229 -0.547
H 4.800 0.151 -2.887
H 4.338 1.863 -2.808
H 2.576 -0.492 1.024
H 0.902 0.018 -2.826
H 1.086 4.599 0.212
H 0.751 -3.273 -1.212
H -1.666 -1.617 -2.636
H 2.777 2.313 3.352
H 2.063 -3.560 3.477
H 0.885 -0.551 1.554
H 2.915 -4.391 -0.647
H -0.052 1.853 2.322
H -3.427 -0.100 -2.276
H -1.974 -1.655 5.972
H -4.859 -0.610 -1.659
H -4.347 -2.053 -3.489
H 3.597 -4.490 1.752
H 3.843 1.117 -0.545
H 0.558 5.938 -1.731
H -2.195 -2.779 -3.866
H -4.233 -2.897 -1.932
H 2.014 3.732 -1.035
H 1.059 3.190 1.945
H -1.868 4.849 -2.228
H 1.346 1.847 4.291
H 0.493 4.503 -2.778
H 2.888 1.258 -4.579
H -3.353 -1.236 3.826
H 0.956 1.726 -3.293
*
```

Output
* E_HOMO: -1.75 eV
* LUMO energy: 3.8 eV
* orbital gap: 5.59 eV

***

Record 4
Below is a cluster of 6 separate species, C24H36F24O12S3 in total at a distorted geometry, with properties calculated with ωB97M-V with the def2-TZVPD basis set.

```
! wB97M-V def2-TZVPD RIJCOSX def2/J DEFGRID3
* xyz 0 1
S 9.427 -4.836 2.895
S -8.531 5.959 -7.880
S -10.925 5.995 0.328
F -2.747 -3.308 4.411
F -3.496 0.412 -1.733
F -6.620 -5.493 8.601
F 13.460 2.115 -0.310
F 14.101 4.013 -0.746
F 16.174 2.314 0.350
F 12.294 -0.807 -5.595
F 11.385 1.346 -3.905
F 3.237 0.488 -0.955
F 13.836 -1.202 -4.027
F -2.681 -5.175 3.554
F -4.064 -3.920 6.617
F -1.444 2.751 -1.626
F -6.961 -7.599 5.616
F 1.236 -0.856 -3.627
F 13.220 1.630 -5.077
F -2.606 -5.563 6.315
F 0.985 -1.151 -1.456
F 16.479 2.758 -1.714
F 3.484 0.813 -2.971
F -4.092 2.236 -3.009
F -1.357 2.330 -3.768
F -8.381 -6.592 7.776
F -6.367 -8.449 7.428
O 13.423 1.245 -2.851
O -10.293 6.975 -0.581
O -7.418 5.785 -8.774
O -4.835 -5.744 5.711
O -10.484 4.448 -0.093
O -0.758 0.698 -2.217
O -8.994 4.450 -7.251
O -9.821 6.534 -8.346
O 9.850 -6.262 3.693
O -12.367 6.034 0.607
O 8.009 -4.456 2.989
O 10.059 -4.849 1.507
C -6.357 -7.264 6.773
C 9.565 -7.720 5.538
C -7.155 -6.117 7.507
C -4.921 -6.872 6.641
C 14.178 2.784 -1.150
C -3.401 -4.415 4.375
C 15.588 2.258 -0.859
C -7.922 6.909 -6.358
C 10.380 -3.656 3.971
C -1.676 1.788 -2.566
C 12.687 -0.468 -4.336
C -3.143 1.306 -2.677
C 8.959 -6.543 4.730
C 2.889 -0.044 -2.090
C -3.710 -4.970 5.859
C 1.371 -0.286 -2.361
C -9.994 2.824 1.664
C 13.628 2.641 -2.558
C -10.044 4.414 -6.391
C -10.025 6.029 1.915
C 12.628 1.041 -4.043
C 0.617 1.027 -2.360
C -11.490 4.217 -6.997
C -10.935 3.270 0.630
H 3.415 -0.998 -2.054
H -9.928 3.422 2.572
H 10.213 -3.919 5.016
H -4.335 -7.705 6.250
H -10.097 5.279 -5.730
H -9.878 3.479 -5.856
H -7.778 7.950 -6.645
H -11.758 5.117 -7.551
H -9.716 7.025 2.232
H 9.891 -2.707 3.751
H 11.424 -3.741 3.669
H 9.368 -7.736 6.610
H -8.980 2.861 1.265
H 12.676 3.171 -2.553
H -6.979 6.499 -5.997
H -7.133 -5.293 6.794
H -10.648 5.538 2.663
H -9.179 5.348 1.823
H 9.195 -8.693 5.215
H 8.098 -6.900 4.164
H -2.950 0.611 -3.494
H 11.910 -1.032 -3.819
H 0.768 1.377 -3.381
H 10.643 -7.739 5.695
H -4.575 -6.513 7.610
H -10.201 1.814 2.019
H -12.200 4.271 -6.172
H 14.160 3.171 -3.349
H 15.526 1.182 -1.022
H 0.759 1.728 -1.537
H -10.840 2.415 -0.039
H -8.745 6.876 -5.644
H 8.545 -5.797 5.408
H -4.323 -4.169 3.848
H -11.928 3.287 1.079
H -11.552 3.300 -7.583
*
```

Output
* E_HOMO: -10.63 eV
* LUMO energy: 0.3 eV
* orbital gap: 10.93 eV

***

Question: Which of these has the highest LUMO energy?
Answer: C24H36BiN5O3PSSbSe4